Record 1
# C34H58AsCoN8O8PSSi

A structure of composition C34H58AsCoN8O8PSSi (the ωB97M-V functional and the def2-TZVPD basis, OMol25).

The geometry in XYZ format:
```
113
Properties=species:S:1:pos:R:3:mulliken_spin:R:1
H 5.436 0.266 -3.272 0.01
H 3.001 2.751 -6.306 0.00
H -0.716 -0.238 3.407 -0.01
H 3.930 4.803 -2.667 0.00
C -0.313 2.693 2.068 0.00
O 1.218 -4.621 -1.273 0.00
H -2.176 3.600 2.714 0.00
O 0.788 -2.592 0.260 0.00
H -5.781 1.815 -1.402 0.00
H 7.079 -3.662 -2.882 0.00
H -2.582 1.003 4.573 0.00
H -1.742 -2.411 -0.749 0.02
H -3.403 4.373 0.004 0.00
C 3.486 3.902 -4.559 0.00
C 3.995 -2.569 -2.034 0.01
N -1.722 -3.396 -1.097 -0.01
O -0.899 1.397 1.761 0.06
C 3.113 2.744 -5.231 0.00
H 3.291 -0.807 5.088 0.00
As 2.703 -0.012 -2.147 0.49
H 3.659 4.811 -5.117 0.00
H -4.206 2.927 4.302 0.00
C -5.387 0.042 2.803 0.00
C 1.061 2.385 2.639 0.00
O 3.922 -2.084 1.427 0.02
C 3.036 1.586 -3.138 0.08
H -1.417 -5.341 -0.294 0.00
O 1.282 0.703 -0.422 0.05
C 0.975 -1.963 -3.430 -0.04
H -1.120 -3.399 -1.941 -0.02
C 3.637 3.899 -3.181 0.01
H 3.140 -3.934 1.330 0.00
H -0.861 1.703 -2.014 -0.02
H -2.674 -3.649 -1.377 0.00
H 1.661 1.835 1.914 0.00
H -2.265 -0.522 -1.821 0.09
H 2.587 0.673 -5.042 0.00
C -4.908 1.392 -0.907 0.00
C -0.110 -0.206 -2.039 -0.15
C -4.192 3.621 0.004 0.00
C -3.788 2.419 -0.835 0.00
H -1.258 2.829 4.011 0.00
N -0.134 -1.062 3.236 0.00
C -1.451 -2.023 -3.115 -0.08
H -2.484 3.490 -2.179 0.00
H 7.322 -1.301 -3.550 0.00
C -1.379 -0.952 -2.267 0.30
C 4.127 -1.237 -2.449 0.06
H -4.584 0.516 -1.470 0.00
H -4.400 3.328 1.031 0.00
C 1.063 -0.867 -2.640 0.32
H -0.612 1.120 -3.527 0.00
N 2.803 -4.911 1.122 0.00
C -0.291 -2.557 -3.708 0.38
H -4.173 3.449 -2.686 0.00
H -1.157 3.806 0.410 0.00
C 6.391 -1.651 -3.130 -0.02
H 1.573 3.312 2.889 0.00
H -4.921 -0.765 2.239 0.00
H -5.604 2.748 3.234 0.00
C 3.410 2.736 -2.459 0.02
H 3.514 2.729 -1.381 0.00
C 5.058 -3.437 -2.205 -0.03
Co 0.037 -0.744 1.127 1.21
P 0.624 -4.029 -0.045 0.01
N 3.368 -0.974 1.347 -0.02
C -4.970 2.233 3.954 0.00
O -3.584 1.504 2.189 0.01
H 4.240 -0.675 3.667 0.00
H -6.097 0.560 2.159 0.00
N 1.049 -1.017 3.996 0.00
C 0.302 -0.006 -0.561 -0.02
H -0.348 -3.408 -4.369 -0.01
H 3.343 -5.563 1.694 0.00
C -1.182 -4.308 -0.041 0.00
H 1.082 -4.645 2.334 0.00
H -5.585 1.938 4.803 0.00
H 0.374 4.432 1.023 0.00
H 3.060 -2.925 -1.612 0.03
C 2.883 1.576 -4.521 -0.02
C -3.387 0.323 4.292 0.00
H 0.994 -0.781 4.978 0.00
C -1.173 3.414 3.095 0.00
Si -2.422 1.030 1.179 0.00
H -3.922 0.042 5.197 0.00
H -5.938 -0.390 3.638 0.00
H -1.650 -4.030 0.902 0.00
H -5.204 1.072 0.092 0.00
H 1.863 -2.397 -3.873 0.01
H 0.357 2.968 0.030 0.00
H 2.987 -5.102 0.125 0.00
H 0.968 1.799 3.558 0.00
S -2.246 -1.065 0.987 -0.01
C -0.181 3.522 0.799 0.00
C -4.331 1.011 3.313 0.00
C -3.377 2.865 -2.229 0.00
H 4.959 -4.477 -1.925 0.00
O -2.622 1.784 -0.248 0.02
N 3.339 -0.831 4.086 0.00
C 6.252 -2.979 -2.750 0.06
H -5.089 4.075 -0.414 0.00
H -3.178 2.006 -2.869 0.00
N -0.223 1.161 -2.589 0.11
H -0.665 -1.899 3.473 0.00
C 1.325 -5.022 1.343 0.00
C 2.228 -0.890 3.336 0.00
H -2.973 -0.580 3.840 0.00
H 1.048 -6.071 1.257 0.00
C 5.333 -0.770 -2.973 0.06
N 2.166 -0.832 2.026 0.01
H -0.721 4.373 3.343 0.00
H -2.415 -2.453 -3.358 0.02
O 3.754 -0.061 0.672 0.00
```

Values from the calculation:
E_tot: -7017.4773 Eh
net charge: +2
spin multiplicity: 4

***

Record 2
# C11H17BN6Pd

A structure of composition C11H17BN6Pd (the ωB97M-V functional and the def2-TZVPD basis, OMol25).

The geometry in XYZ format:
```
36
Properties=species:S:1:pos:R:3:nbo_charge:R:1
H -3.586 -0.876 -4.330 0.23
H 1.406 0.295 1.397 0.20
H -1.723 -0.426 0.431 0.17
B 0.765 0.686 -3.197 0.55
H 0.629 4.703 -0.637 0.23
H -2.299 -2.345 -0.013 0.21
C -2.695 -0.660 -3.775 -0.36
H -0.537 -2.412 0.366 0.24
C 0.104 2.604 -0.129 -0.01
H -3.136 -1.389 -1.694 0.21
C -1.535 -0.060 -4.251 0.00
H -1.659 -1.923 1.649 0.24
C -2.489 -0.928 -2.427 -0.02
H 3.287 -0.554 -3.984 0.22
H 1.128 1.100 -4.255 -0.03
H 0.742 -1.323 1.872 0.18
H 4.190 -2.478 -2.225 0.23
H 1.273 3.562 -3.068 0.22
H 2.321 -2.516 -0.228 0.22
C -1.484 -1.882 0.560 -0.77
C 0.505 -0.316 1.507 -1.05
C 2.866 -0.916 -3.057 0.00
N 0.142 1.475 -0.852 -0.30
C 0.556 3.673 -0.923 -0.36
H -1.267 0.310 -5.226 0.22
H -0.229 2.608 0.900 0.23
C 3.303 -1.881 -2.151 -0.36
H -0.245 0.185 2.133 0.18
N 1.704 -0.403 -2.601 -0.32
Pd -0.408 -0.515 -0.335 0.95
N 1.374 -1.026 -1.403 -0.34
C 0.886 3.122 -2.160 0.00
C 2.342 -1.911 -1.122 -0.01
N 0.642 1.796 -2.110 -0.33
N -0.655 0.034 -3.244 -0.31
N -1.245 -0.492 -2.091 -0.38
```

Values from the calculation:
E_tot: -910.4665 Eh
spin multiplicity: 3

***

Record 3
# C5H7F

The molecule C5H7F (the ωB97M-V functional and the def2-TZVPD basis, OMol25).

The geometry in XYZ format:
```
13
Properties=species:S:1:pos:R:3:nbo_charge:R:1
H -0.562 -0.942 -1.575 0.22
C -0.987 1.258 0.881 0.01
H -2.903 2.261 0.807 0.23
F 0.465 -1.829 0.609 -0.39
C -1.917 1.994 1.003 -0.26
C 0.243 0.478 0.955 -0.52
H 1.642 -0.177 -0.006 0.17
H 0.369 -0.240 1.735 0.28
H 0.762 1.346 1.144 0.25
C 0.670 -0.581 -0.093 0.20
H 0.748 -1.991 -1.591 0.24
H 0.986 -0.567 -2.397 0.23
C 0.483 -1.009 -1.472 -0.65
```

Values from the calculation:
E_tot: -294.4169 Eh
spin multiplicity: 1
SMILES: C#CC[C@H](C)F

***

Record 4
# C12H15ClCuN3

A structure of composition C12H15ClCuN3 (the ωB97M-V functional and the def2-TZVPD basis, OMol25).

The geometry in XYZ format:
```
32
Properties=species:S:1:pos:R:3:nbo_charge:R:1
H 2.135 -4.903 -3.135 0.27
H 2.362 -0.101 3.591 0.24
H -0.733 4.051 -1.016 0.21
H 3.998 -0.209 1.416 0.23
H -3.084 1.790 1.581 0.20
H 1.778 -5.131 -0.516 0.27
C 2.138 -0.008 0.325 -0.08
H 0.697 -2.648 -3.882 0.25
H -0.237 -1.663 -1.841 0.47
C 2.041 -0.100 2.563 -0.28
Cl -2.441 -0.204 -1.322 -0.87
N -1.901 2.665 0.102 -0.52
N 0.382 -2.462 -1.852 -0.52
C 1.552 -4.256 -2.500 -0.20
C 0.953 -3.040 -2.907 0.19
C 2.926 -0.119 1.441 -0.29
H -2.869 4.294 2.754 0.23
H 0.285 -2.931 0.248 0.26
H -1.810 1.869 -0.510 0.42
N 0.830 0.159 0.710 -0.52
H -1.302 5.721 0.987 0.22
C 0.781 0.067 2.080 -0.05
H 2.395 -0.079 -0.721 0.20
H -0.180 0.011 2.567 0.22
C 0.600 -3.261 -0.729 0.19
C 1.387 -4.348 -1.146 -0.24
C -1.631 4.697 0.916 -0.29
H 0.044 -0.007 0.117 0.40
C -1.355 3.899 -0.150 -0.09
C -2.459 3.967 1.814 -0.31
C -2.593 2.700 1.277 -0.09
Cu -4.691 -0.421 -2.263 0.90
```

Values from the calculation:
E_tot: -2730.8681 Eh
net charge: +1
spin multiplicity: 2

***

Record 5
# C39H33BrCoN5OP

A structure of composition C39H33BrCoN5OP (the ωB97M-V functional and the def2-TZVPD basis, OMol25).

The geometry in XYZ format:
```
81
Properties=species:S:1:pos:R:3:mulliken_spin:R:1
C 2.862 1.079 0.918 -0.01
H -0.075 -3.702 2.340 0.00
H 5.889 0.264 2.304 0.00
C -1.989 -2.737 2.340 0.00
O -1.650 1.771 -0.631 0.00
C 4.536 1.466 -1.286 0.00
C 2.269 1.513 -0.326 -0.02
H -1.078 -3.887 -1.303 0.00
H -0.907 3.719 6.975 0.00
H -2.202 -6.241 -3.227 0.00
N 0.399 3.736 -0.498 0.01
H -2.475 0.610 2.178 0.00
C -2.662 -1.521 2.297 0.00
C 0.616 4.330 -1.828 0.00
N -3.394 -4.161 -2.385 0.00
H 2.762 2.018 -2.341 0.00
C -0.908 -5.461 -4.758 0.00
H -0.779 -2.210 -5.689 0.00
C -0.522 -4.321 -5.443 0.00
H 2.046 0.384 4.167 0.00
N -3.876 -3.132 -1.838 0.00
H -5.058 -1.121 -1.181 0.00
N 0.062 -0.234 -0.915 -0.01
H 5.161 1.625 -2.158 0.00
C -0.385 1.232 4.733 0.00
C 0.942 -1.200 -1.049 0.00
H 1.047 4.121 0.178 0.00
H -1.288 3.668 -2.531 0.00
H 1.986 -0.919 -0.986 0.00
C 5.087 1.042 -0.117 0.00
H -0.432 5.084 4.966 0.00
C -0.417 4.003 4.905 0.00
C -3.992 -0.925 -1.140 0.00
H 0.377 5.396 -1.837 0.00
Co 0.341 1.690 -0.512 0.94
C 4.819 0.430 2.252 0.00
C -1.948 -0.339 2.205 0.00
C 2.069 0.887 2.096 -0.02
P 0.284 1.270 1.950 0.02
C -1.871 -5.362 -3.767 0.00
H -0.382 0.150 4.679 0.00
H -0.544 3.951 -0.181 0.00
C 4.259 0.845 1.018 -0.01
C -1.078 -3.090 -5.137 0.00
H 4.474 -0.043 4.300 0.00
H 0.065 3.981 2.819 0.01
C 3.140 1.697 -1.375 0.01
H -0.148 4.070 -3.823 0.00
H -4.213 1.170 -0.683 0.00
C -0.245 3.597 -2.842 0.00
C 0.554 -2.536 -1.212 0.01
H -2.546 -3.664 2.397 0.00
C -0.684 3.239 6.031 0.00
C -0.604 -2.758 2.297 0.00
C -0.772 -2.853 -1.275 -0.01
C -3.163 -2.006 -1.422 0.00
C -1.744 -1.823 -1.265 0.01
C -3.529 0.354 -0.876 0.00
H -0.465 -6.417 -4.999 0.00
C -2.425 -4.132 -3.418 0.00
H -2.440 -2.030 -3.881 0.00
C -0.137 3.379 3.698 0.01
H 6.151 0.859 -0.031 0.00
H -0.614 1.604 -3.226 -0.01
C -0.667 1.853 5.941 0.00
H 1.671 4.213 -2.083 0.00
C -1.265 -0.525 -1.038 0.00
H 1.313 -3.305 -1.264 0.00
H -3.744 -1.497 2.319 0.00
C -0.552 -0.351 2.141 0.00
N 0.126 2.179 -2.845 0.06
H -0.878 1.250 6.815 0.00
C 4.037 0.262 3.357 0.00
C -0.111 1.989 3.595 0.04
H 0.957 2.017 -3.400 0.00
H 1.195 -1.596 2.136 0.00
C 2.651 0.502 3.276 0.00
C -2.158 0.615 -0.847 -0.01
C -2.014 -2.994 -4.121 0.00
C 0.113 -1.570 2.187 0.00
Br 0.767 -4.448 -6.824 0.00
```

Values from the calculation:
E_tot: -6153.1316 Eh
spin multiplicity: 2

***

Record 6
# C5H11NO

The molecule C5H11NO (the ωB97M-V functional and the def2-TZVPD basis, OMol25).

The geometry in XYZ format:
```
18
Properties=species:S:1:pos:R:3:nbo_charge:R:1
C 0.664 -1.293 -1.650 0.55
O 1.282 -1.026 -2.634 -0.57
H -1.895 0.840 -0.149 0.22
C 0.227 1.144 -0.972 -0.22
H 1.073 1.648 -0.531 0.20
H -0.195 -1.684 2.336 0.21
H 1.112 -1.881 0.688 0.22
H 0.220 -2.258 -1.318 0.11
N 0.312 -0.334 -0.679 -0.49
H -0.261 0.228 2.383 0.21
H -0.950 2.092 0.792 0.21
C 0.751 -0.865 0.620 -0.23
C -0.300 -0.772 1.817 -0.63
H 0.093 1.248 -2.033 0.23
H -1.529 2.459 -0.812 0.21
H -1.286 -0.818 1.406 0.21
H 1.731 -0.359 0.958 0.18
C -1.049 1.630 -0.221 -0.63
```

Values from the calculation:
E_tot: -327.0563 Eh
spin multiplicity: 1
SMILES: CCN(C=O)CC

***

Record 7
# C20H23AsCrO14P4S

A structure of composition C20H23AsCrO14P4S (the ωB97M-V functional and the def2-TZVPD basis, OMol25).

The geometry in XYZ format:
```
64
Properties=species:S:1:pos:R:3:nbo_charge:R:1
C -0.247 1.600 3.526 -0.15
H -0.159 -2.740 2.095 0.23
H 0.781 -4.499 -1.853 0.50
H 1.497 -3.978 3.447 0.20
C -1.310 3.745 3.700 -0.20
C 1.034 -0.969 1.973 -0.32
H 2.256 -1.127 -2.007 0.54
O 1.649 2.646 0.192 -0.98
C -0.602 2.705 4.290 -0.26
O 2.142 0.600 -0.964 -1.11
H -1.811 -0.858 3.312 0.22
H -2.293 -1.904 -2.974 0.23
C -1.273 2.594 1.579 -0.15
O 0.437 -2.149 -4.899 -0.72
H 1.407 1.178 -4.389 0.55
H -2.172 -1.947 -4.741 0.24
O 0.606 -3.991 -2.661 -0.98
H -4.461 -2.105 -0.670 0.21
Cr 0.201 1.421 -0.987 0.96
H 4.144 -0.613 3.273 0.22
C -1.643 3.693 2.354 -0.24
C 2.257 -0.381 2.290 -0.20
P -0.364 0.139 -3.688 2.35
O 1.214 0.400 -3.815 -1.05
O -1.117 0.755 -4.787 -1.09
C -1.897 -0.875 1.170 -0.23
C 3.194 -1.077 3.038 -0.20
H -1.589 4.612 4.289 0.21
O 2.129 2.993 -4.322 -1.14
H 3.643 -2.913 4.058 0.21
H -5.317 -2.614 1.594 0.20
P 0.583 -2.427 -2.279 2.34
O 0.043 -2.194 -0.922 -1.12
C -4.355 -2.129 1.474 -0.21
C -1.709 -2.285 -3.813 -0.63
H -3.988 -1.995 3.588 0.21
C 2.916 -2.368 3.467 -0.23
H 2.322 5.340 -3.465 0.51
As -0.224 0.076 0.935 1.16
O 2.103 -1.994 -2.439 -1.00
H 1.690 3.607 0.094 0.52
C 1.708 -2.964 3.132 -0.17
C -0.290 -1.725 -3.752 -0.46
S -1.661 2.539 -0.149 -0.06
C -0.595 1.533 2.185 -0.38
C -3.875 -1.842 0.204 -0.21
H -2.182 4.509 1.884 0.22
H -0.324 2.751 5.336 0.21
C -3.609 -1.781 2.595 -0.23
H -2.255 -0.980 -0.930 0.24
H -1.703 -3.375 -3.785 0.22
O 4.133 1.912 0.114 -1.09
P 2.880 1.891 -0.637 2.55
O 2.983 2.804 -1.950 -1.10
C 0.771 -2.269 2.379 -0.22
C -2.645 -1.216 0.051 -0.21
H 2.487 0.622 1.955 0.23
O 0.481 2.907 -2.314 -1.11
P 1.791 3.350 -2.929 2.56
O -0.848 0.389 -2.221 -1.04
H 0.299 0.783 3.982 0.21
O 1.892 4.936 -2.695 -1.00
C -2.385 -1.148 2.442 -0.23
H 1.228 -1.598 -4.960 0.49
```

Values from the calculation:
E_tot: -6873.8246 Eh
net charge: -1
spin multiplicity: 2

***

Record 8
# C27H41N6O5

A cluster of 6 separate species, C27H41N6O5 in total (the ωB97M-V functional and the def2-TZVPD basis, OMol25).

The geometry in XYZ format:
```
79
Properties=species:S:1:pos:R:3:lowdin_charge:R:1
H 6.412 1.446 1.791 0.11
H -0.748 -1.994 -0.983 0.11
H -1.662 5.330 -4.688 0.08
O 2.284 -0.573 -2.506 0.10
C -6.340 -3.704 1.636 -0.27
O 3.711 -2.323 -2.965 0.17
H -1.974 -3.905 0.843 0.04
H -5.069 6.664 -5.700 0.11
C 6.552 3.315 0.814 -0.24
C -1.464 4.683 -0.490 -0.11
C 1.403 -1.474 -0.464 -0.14
C -3.452 5.238 -5.914 -0.27
H 2.821 1.914 0.673 0.05
C 4.832 -2.208 2.885 -0.21
H 3.148 -3.673 4.445 0.11
H -3.670 7.010 -4.676 0.12
H -3.425 1.806 -0.623 0.12
C -4.956 5.488 -3.941 -0.22
H 7.060 1.377 0.148 0.11
H -2.744 3.982 -4.295 0.06
H -3.453 3.054 0.627 0.12
N -5.469 4.929 -3.072 0.14
H -2.043 5.225 0.264 0.08
C 2.136 -2.475 -1.046 0.07
H -0.135 -4.022 1.106 0.08
O 1.525 -4.814 -1.197 -0.03
C 3.798 2.172 1.084 -0.11
C 2.864 -1.861 -2.280 -0.34
C -4.793 -2.892 -0.113 -0.21
H -1.654 -1.548 0.514 0.07
N -4.016 -2.088 -0.373 0.17
C 1.662 -0.210 -1.323 -0.38
H -4.506 -2.986 2.567 0.07
H -0.893 -4.203 -0.549 0.06
O 2.946 -4.305 0.424 -0.09
H 5.801 -4.085 2.957 0.12
C -0.769 -2.115 0.139 -0.25
H 4.115 -5.141 4.471 0.11
C 4.787 -3.686 3.038 -0.17
C -2.337 4.581 -5.112 -0.11
H -6.608 -3.894 -0.505 0.11
C 4.905 1.559 0.235 -0.27
H -7.099 -4.460 1.852 0.10
H 0.380 -0.595 0.998 0.06
C 6.305 1.848 0.781 -0.19
C 2.194 -3.976 -0.576 -0.64
N 0.529 -1.565 0.687 0.04
H 4.759 0.478 0.187 0.10
C -1.685 1.901 0.565 -0.20
H -5.325 -4.918 0.150 0.12
C -5.255 -3.768 2.706 -0.11
C -4.295 6.210 -5.078 -0.18
H -5.691 -3.627 3.697 0.07
N -0.804 1.384 1.089 0.18
C -5.796 -3.935 0.223 -0.18
H -6.832 -2.729 1.687 0.11
H 3.863 3.263 1.108 0.07
H 4.188 -4.110 2.225 0.08
C 4.966 -3.508 5.574 -0.13
H -3.148 4.036 -1.656 0.08
C -2.301 3.583 -1.135 -0.27
C -2.824 2.564 -0.120 -0.17
O 1.306 0.862 -0.922 0.10
H -1.697 3.071 -1.890 0.11
C 4.172 -4.053 4.391 -0.26
H -4.747 -4.736 2.693 0.08
N 6.742 4.448 0.840 0.12
H -4.099 4.461 -6.330 0.11
H 5.995 -3.879 5.560 0.07
H 3.844 1.802 2.111 0.07
H 4.507 -3.819 6.516 0.06
C -0.952 -3.661 0.434 -0.10
H -1.134 5.400 -1.244 0.07
H -1.750 3.916 -5.746 0.08
H 4.821 1.940 -0.787 0.11
H 4.994 -2.416 5.571 0.07
H -3.013 5.776 -6.757 0.11
H -0.569 4.280 -0.012 0.07
N 4.870 -1.064 2.765 0.15
```

Values from the calculation:
E_tot: -1758.1875 Eh
net charge: -1
spin multiplicity: 1

***

Which value of E_tot does entry 6 give?
-327.0563 Eh

***

The highest E_tot belongs to which entry?
C5H7F

***

Which formula does entry 3 have?
C5H7F

***

Number 7 is which compound?
C20H23AsCrO14P4S